# C19H23N5O3S

A single C19H23N5O3S molecule at a distorted geometry (ωB97M-V with the def2-TZVPD basis set, the OMol25 dataset).

Cartesian coordinates (Å):
C 5.3139 3.2109 -4.1151
C 4.9731 3.0493 -2.6453
H 5.7444 2.4812 -2.1141
H 4.8659 4.0198 -2.1488
O 3.7351 2.3443 -2.5583
C 3.2702 2.1053 -1.3413
N 3.9490 2.5106 -0.2697
N 3.5171 2.2890 0.9329
N 2.4207 1.6865 1.1846
C 1.6610 1.2364 0.1769
C 2.0623 1.4193 -1.1606
S 0.9624 0.7420 -2.3216
C -0.0703 0.2049 -1.0076
N -1.1803 -0.4606 -1.2279
C -1.9157 -0.8434 -0.1850
N -3.0062 -1.6235 -0.4984
C -4.3513 -1.3013 -0.0564
H -4.3484 -0.8677 0.9387
C -5.1912 -2.5812 -0.0715
O -5.2300 -3.1463 -1.3587
C -3.9282 -3.4262 -1.8198
H -4.0416 -3.8340 -2.8251
C -3.0537 -2.1709 -1.8461
H -2.0424 -2.4210 -2.1627
H -3.4712 -1.4405 -2.5512
H -3.4582 -4.1808 -1.1705
H -6.2254 -2.3649 0.2006
H -4.7675 -3.3017 0.6452
H -4.8018 -0.5770 -0.7525
C -1.5133 -0.5747 1.1519
C -0.3331 0.1169 1.3699
C 0.4181 0.5403 0.2628
C 0.1679 0.3169 2.7604
H 1.2446 0.4807 2.7510
H -0.3034 1.2056 3.1890
C -0.2179 -0.8997 3.6166
C 0.1364 -0.6519 5.0819
H -0.1336 -1.5188 5.6783
H 1.2008 -0.4629 5.1824
H -0.4165 0.2057 5.4547
C 0.4860 -2.1647 3.1128
H 0.2743 -2.3415 2.0605
H 1.5604 -2.0605 3.2365
H 0.1466 -3.0250 3.6849
O -1.6338 -1.0357 3.5894
C -2.2529 -1.1522 2.3297
H -3.2141 -0.6428 2.4697
H -2.4630 -2.2131 2.1104
H 5.4042 2.2366 -4.5875
H 6.2546 3.7441 -4.2143
H 4.5316 3.7698 -4.6214

## Properties
- Energy above the lowest of the compared OMol25 structures with the same formula, charge and spin: 247.9 kJ/mol
- Strongest force on any atom: 1.6 eV Å⁻¹
- Orbital gap: 0.315 Eh
- HOMO energy: -8.4 eV